[1]
{
  "formula": "C27H58HgO3P2SSi",
  "method": "ωB97M-V with the def2-TZVPD basis set",
  "species": ["H", "H", "H", "C", "H", "H", "C", "H", "C", "H", "C", "C", "H", "H", "C", "H", "C", "H", "H", "C", "H", "C", "H", "H", "C", "H", "H", "H", "C", "C", "H", "H", "H", "H", "H", "H", "C", "H", "H", "H", "P", "H", "H", "S", "H", "H", "C", "H", "C", "H", "C", "O", "H", "H", "O", "H", "C", "Hg", "H", "H", "C", "C", "C", "H", "H", "H", "P", "C", "H", "H", "O", "C", "H", "H", "H", "C", "H", "H", "Si", "H", "C", "H", "H", "H", "C", "C", "H", "H", "H", "H", "H", "C", "H"],
  "xyz": [[1.652, 1.103, -5.718], [1.118, -1.689, -0.368], [1.750, 4.924, 4.079], [0.573, -0.735, -5.573], [-1.484, 0.325, -1.676], [-2.003, 1.250, 5.028], [-1.522, -1.702, -2.471], [-0.229, -4.445, -5.795], [3.331, 0.301, 4.918], [1.545, 3.441, -2.744], [1.887, -1.315, 6.156], [2.416, -0.909, 4.784], [-0.787, 2.275, -5.154], [-1.404, -2.158, 2.474], [0.063, 2.578, -4.530], [2.467, -0.923, 0.511], [-3.955, -0.072, -5.057], [-0.291, 3.391, -3.883], [2.489, -0.075, -4.657], [-2.064, -0.220, -2.455], [2.451, -3.512, -4.871], [-2.586, -2.227, -4.688], [-0.834, -0.042, 5.455], [-0.694, 4.588, 3.294], [-2.150, 0.752, -3.604], [-1.426, 2.972, 3.452], [-0.162, 4.755, 5.676], [2.884, 2.237, -2.601], [1.960, -2.929, -4.074], [-1.785, -0.297, 3.514], [-0.558, -1.716, -1.915], [-4.089, -1.458, -3.400], [1.264, -2.215, 6.076], [3.609, -1.849, 3.231], [-3.182, -0.399, 1.845], [-2.177, -2.283, -1.804], [1.789, 2.388, -2.456], [4.195, 0.020, 5.539], [2.732, -1.548, 6.817], [-2.578, -2.788, -5.611], [0.763, 1.198, -3.420], [0.832, 2.983, -5.202], [-4.824, 0.411, -4.581], [1.755, 1.398, 1.562], [-0.998, 3.195, 5.938], [-0.921, -3.041, -6.641], [-1.483, -1.790, 3.502], [0.947, -1.061, -6.571], [-3.160, -0.051, 2.885], [2.551, 3.602, 4.963], [1.871, 3.833, 4.131], [0.702, 1.756, 4.488], [-2.577, -0.365, 5.505], [0.668, 3.426, 6.534], [1.313, -0.657, 3.897], [1.303, -0.506, 6.612], [-0.033, -3.407, -6.105], [2.972, -0.382, -1.928], [-3.071, -0.275, -2.012], [-3.933, -0.595, 3.443], [-0.029, 3.665, 5.720], [-3.838, -1.521, -4.466], [-0.485, 3.510, 3.280], [-2.533, 1.552, -5.531], [2.782, -2.502, -0.405], [-2.293, -2.331, 4.009], [0.376, -2.309, -4.664], [3.200, -2.088, 4.219], [-0.543, -1.994, 4.025], [2.553, -2.970, 4.139], [-0.813, 0.414, 2.724], [-1.486, -2.431, -3.821], [1.454, 2.210, -1.403], [-0.471, -0.376, -5.670], [2.619, -2.077, -3.824], [0.518, 3.176, 4.379], [-1.641, 1.700, -3.275], [1.830, -3.551, -3.176], [0.766, 0.734, 3.152], [-0.091, 3.247, 2.290], [-1.790, 0.176, 4.961], [3.688, 0.633, 3.937], [-3.416, 1.016, 2.903], [-1.369, -3.542, -3.723], [-2.732, 0.751, -4.813], [1.504, 0.338, -4.940], [0.796, -3.418, -6.828], [-4.165, -0.104, -6.135], [-4.637, -2.089, -4.968], [2.811, 1.129, 5.412], [4.032, -2.335, 4.892], [2.202, -1.559, -0.333], [2.309, 3.478, 3.189]],
  "orbital_gap_ev": [5.42, 4.18],
  "charge": 0,
  "mol_weight_g_mol": 753.45
}

=====

[2]
{
  "formula": "C27H58NO50S13Si",
  "method": "ωB97M-V with the def2-TZVPD basis set",
  "species": ["S", "O", "C", "O", "H", "O", "C", "O", "H", "O", "H", "O", "S", "H", "C", "C", "H", "O", "S", "O", "H", "H", "O", "H", "O", "O", "H", "O", "O", "S", "C", "S", "H", "H", "H", "H", "H", "O", "O", "C", "C", "H", "H", "H", "O", "C", "O", "O", "O", "N", "C", "O", "O", "H", "H", "H", "H", "H", "O", "C", "S", "C", "C", "O", "O", "O", "O", "O", "O", "H", "H", "S", "C", "O", "H", "H", "O", "H", "C", "H", "H", "H", "S", "H", "S", "O", "O", "S", "O", "H", "H", "H", "C", "C", "H", "H", "H", "H", "O", "H", "H", "H", "O", "O", "S", "C", "O", "C", "H", "H", "O", "H", "H", "O", "C", "H", "H", "H", "H", "Si", "O", "H", "O", "C", "O", "O", "C", "H", "H", "C", "O", "H", "C", "O", "O", "H", "S", "O", "O", "C", "O", "O", "H", "C", "S", "H", "C", "H", "H", "C"],
  "xyz": [[-9.576, 0.434, 1.495], [1.850, 6.868, 3.108], [9.200, 4.051, -3.833], [2.272, 4.698, 4.192], [-0.818, 2.528, -0.540], [-6.541, 5.325, 1.586], [1.641, -0.787, -3.337], [4.371, 1.262, -3.396], [2.835, -4.123, 3.247], [7.902, 5.240, -1.056], [-6.240, 2.443, 2.787], [-3.216, 1.767, 1.715], [2.489, -0.469, -4.912], [-4.688, 2.738, 0.616], [2.311, 0.558, 0.952], [-6.141, -6.002, -1.373], [0.659, -1.190, -3.596], [-9.720, 0.884, -0.036], [2.416, -5.327, -6.139], [4.816, -7.801, 3.441], [-12.742, 1.575, 1.025], [2.290, 3.874, 6.096], [1.447, -5.283, -5.103], [0.890, -8.083, 7.583], [0.322, -4.908, 4.821], [-4.513, 1.781, 3.749], [-0.152, -3.145, -2.687], [0.522, -0.133, -1.373], [7.889, 6.375, 1.142], [6.956, 3.247, -3.089], [-5.160, 2.558, 2.730], [7.146, 6.146, -0.279], [-7.989, 7.583, 0.973], [0.313, -5.505, -2.899], [-4.187, -5.199, -0.896], [3.045, -0.066, 0.427], [0.105, -1.352, 1.592], [-4.844, -3.785, -3.692], [3.279, -5.981, 4.015], [0.452, 4.941, 5.624], [-4.595, 2.030, 1.433], [2.204, -1.541, -2.783], [0.968, -6.307, 7.619], [1.528, -5.310, 3.110], [4.270, 2.859, -5.291], [9.397, 2.772, -3.044], [-0.722, -6.953, 3.865], [-3.015, -0.105, 3.294], [-2.072, 2.123, 3.855], [2.509, 1.064, -5.343], [8.571, 7.627, 1.140], [3.283, -3.993, -6.036], [0.682, 4.816, 2.333], [-1.456, -8.052, 6.923], [-6.584, -6.970, -1.619], [2.245, 0.171, 1.975], [9.472, 1.905, -3.705], [2.701, 1.581, 0.996], [0.151, 5.804, 4.523], [-0.510, -0.534, 1.225], [-7.083, 4.949, 0.122], [-11.095, 1.148, -0.329], [-6.122, 6.696, 1.618], [2.583, 2.931, -3.659], [-11.026, 0.914, 1.992], [-1.161, -3.358, -0.918], [5.768, 5.972, -0.023], [-5.859, -5.832, -4.668], [0.854, -3.069, 0.455], [-11.395, 2.734, 1.112], [-1.780, -3.847, -2.839], [-5.367, -5.096, -3.561], [-0.999, -7.087, 7.159], [5.709, -5.586, 4.112], [1.065, -3.054, -7.350], [-1.271, -0.893, 0.522], [-1.334, -6.166, 6.118], [-0.061, 3.989, 5.463], [1.956, 4.772, 5.583], [3.031, -4.848, 0.940], [-1.378, -6.733, 8.114], [-11.570, 0.206, -0.613], [-0.218, -6.213, 4.962], [-5.066, 6.738, 1.346], [4.729, -6.382, 3.464], [0.847, -7.125, 5.741], [-0.903, -4.709, 1.106], [1.246, 5.610, 3.357], [-8.593, 1.250, 2.111], [-5.071, 1.088, 1.151], [4.281, 0.295, -3.472], [-6.550, 8.311, 0.225], [3.157, -5.603, 1.712], [-6.987, 7.385, 0.585], [8.612, 8.035, 2.148], [9.823, 4.088, -4.725], [8.360, 9.334, -0.195], [-6.528, -5.660, -0.416], [6.277, 2.186, -3.730], [1.812, -3.448, -8.915], [-0.628, 2.383, 1.210], [0.888, 1.261, -2.868], [-6.484, -5.075, -2.409], [-7.101, 6.434, -0.480], [-0.147, -4.015, 0.124], [-0.093, 2.317, 0.255], [3.803, -1.108, -4.846], [-4.629, -6.065, -1.394], [0.109, 5.384, 6.556], [3.312, -2.188, -7.071], [0.527, -5.086, -0.867], [6.873, 8.889, 0.676], [9.587, 7.465, 0.771], [7.823, 4.055, -4.194], [-0.875, -3.827, -2.236], [-0.943, 0.014, 2.067], [9.396, 4.930, -3.215], [-4.241, -6.975, -0.947], [4.028, -3.592, -7.909], [0.600, 0.568, 0.152], [-9.535, -0.982, 1.547], [10.272, 2.812, -2.398], [-4.289, -6.002, -2.787], [-0.285, -5.201, -2.048], [-6.087, 4.203, -0.554], [4.553, -5.846, 1.965], [1.380, 0.411, -2.397], [2.466, 5.643, 6.003], [-11.180, 1.857, -1.149], [0.512, -7.171, 7.130], [-8.422, 4.499, 0.250], [-1.063, -5.946, -1.859], [7.776, 8.504, 0.195], [1.689, -1.188, -5.902], [7.380, 7.632, -0.863], [0.663, 3.106, 0.278], [3.428, 2.058, -4.444], [8.212, 2.638, -2.267], [6.297, 4.183, -2.258], [1.864, -3.611, -7.842], [3.280, -6.439, -6.318], [1.691, -5.012, -7.532], [2.337, 0.696, -1.943], [2.598, -5.169, 3.043], [-3.061, 1.310, 3.239], [-4.896, 3.607, 2.879], [-11.662, 1.685, 0.967], [2.706, -6.541, 1.380], [-6.255, 7.109, 2.614], [3.213, -3.256, -7.263]],
  "orbital_gap_ev": 7.07,
  "charge": -1,
  "mol_weight_g_mol": 1641.68,
  "de_lowest_kj_mol": 0.00
}

=====

[3]
{
  "formula": "C27H58O10",
  "method": "ωB97M-V with the def2-TZVPD basis set",
  "species": ["H", "C", "H", "C", "H", "H", "C", "C", "H", "H", "H", "O", "C", "C", "H", "H", "H", "H", "C", "H", "H", "C", "H", "H", "H", "C", "H", "H", "H", "C", "H", "H", "H", "H", "H", "O", "C", "O", "H", "H", "H", "H", "H", "H", "H", "C", "C", "O", "H", "H", "H", "H", "O", "H", "H", "H", "O", "H", "H", "H", "H", "C", "H", "H", "H", "C", "H", "H", "O", "C", "H", "H", "H", "O", "C", "C", "C", "C", "H", "H", "H", "H", "C", "C", "H", "C", "O", "C", "H", "C", "C", "H", "C", "O", "H"],
  "xyz": [[2.733, 1.177, -2.194], [-7.908, 2.000, -2.503], [2.258, 1.141, -3.910], [2.637, 1.769, -3.096], [-8.734, 3.970, -2.258], [2.000, -1.769, 2.934], [-7.099, 4.183, -3.617], [3.674, -4.369, -0.399], [-2.109, 3.014, -4.799], [-2.523, 4.320, -5.867], [2.065, -3.089, 0.281], [2.597, -0.937, 1.136], [-6.489, 5.560, -3.349], [2.588, -3.995, 0.588], [-4.407, 3.838, -4.269], [0.635, -0.456, 1.579], [4.272, -2.915, 3.199], [6.284, -4.118, -0.731], [2.918, -1.492, 2.400], [4.336, -5.118, 0.052], [4.059, -3.701, 8.098], [5.215, -5.655, 4.838], [-6.916, 1.562, -2.600], [-0.403, 4.654, -6.290], [-4.278, 5.430, -5.068], [-8.895, 1.514, -3.566], [3.459, -0.732, 2.981], [7.067, -4.928, 10.189], [-9.859, 2.007, -3.452], [-4.982, 5.547, -3.031], [1.019, 3.071, -5.809], [1.384, 0.414, 0.226], [5.703, -2.042, 10.331], [3.213, -4.789, -1.304], [-2.247, 5.913, -3.818], [4.999, -4.961, 6.047], [1.588, 3.725, -3.859], [4.419, -3.222, -0.776], [1.260, 4.663, -3.416], [1.858, -4.808, 0.604], [5.602, -6.660, 9.615], [-9.032, 0.952, -5.621], [-0.219, 5.396, -4.715], [2.510, -4.535, 8.190], [-6.646, 6.162, -4.244], [-1.960, 4.078, -4.963], [-7.747, 3.524, -2.385], [-6.329, 2.555, -6.689], [6.735, -1.505, 8.992], [-8.484, 2.600, -5.419], [-2.426, 4.424, -2.888], [4.592, -2.542, 1.508], [1.724, 2.808, -2.802], [-9.071, 0.455, -3.373], [7.452, -2.436, 10.324], [5.442, -4.165, -2.312], [4.035, -5.616, 8.920], [-0.033, 2.417, -4.562], [2.526, 3.900, -4.393], [5.446, -4.330, 10.659], [-7.025, 6.048, -2.534], [6.559, -2.312, 9.701], [-7.108, 3.733, -1.525], [2.994, -4.574, 5.903], [-4.661, 6.588, -2.973], [3.682, -5.152, 6.536], [5.918, -5.878, 8.068], [-8.297, 1.658, -1.543], [3.056, -3.891, 1.928], [5.628, -3.566, -1.414], [-4.836, 5.098, -2.046], [-7.888, 4.319, -4.356], [3.615, 2.169, -3.376], [-7.043, 1.115, -5.042], [6.087, -4.605, 9.812], [-2.646, 4.900, -3.846], [1.560, 0.014, 1.224], [0.493, 3.310, -4.884], [4.511, -5.319, 4.066], [-6.068, 3.154, -5.971], [3.411, -6.213, 6.486], [1.840, 0.837, 1.891], [-8.395, 1.597, -5.011], [-6.425, 1.301, -6.225], [5.112, -6.736, 4.990], [-0.484, 4.471, -5.222], [6.287, -3.484, 8.966], [3.571, -4.668, 7.967], [6.129, -2.643, -1.704], [5.447, -5.742, 9.043], [3.796, -2.714, 2.235], [6.230, -5.449, 4.503], [-4.159, 4.890, -4.127], [-5.989, 0.423, -6.814], [-6.406, 3.462, -4.050]],
  "orbital_gap_ev": 10.03,
  "charge": 0,
  "mol_weight_g_mol": 542.75,
  "smiles": "COCCCCCCCCCCCCCOC(=O)O.COCCOCCOC.COCCOCCOC"
}

=====

[4]
{
  "formula": "C27H59BClN4O12",
  "method": "ωB97M-V with the def2-TZVPD basis set",
  "species": ["C", "H", "H", "H", "H", "H", "H", "H", "H", "O", "H", "N", "H", "C", "H", "O", "C", "H", "C", "C", "H", "H", "O", "H", "H", "C", "N", "H", "H", "H", "H", "H", "C", "H", "H", "C", "H", "C", "H", "C", "H", "H", "H", "H", "H", "C", "H", "N", "H", "O", "H", "Cl", "B", "O", "H", "O", "C", "H", "H", "C", "H", "H", "O", "C", "H", "H", "C", "C", "H", "H", "H", "C", "O", "H", "O", "H", "H", "H", "N", "C", "C", "H", "H", "H", "C", "H", "C", "H", "C", "H", "H", "H", "C", "C", "H", "C", "C", "O", "H", "H", "O", "C", "H", "O"],
  "xyz": [[-2.533, 0.403, -2.367], [0.427, -0.091, -5.884], [-1.593, 4.413, -0.253], [-0.020, -4.340, -4.504], [-1.512, -1.496, -2.378], [-2.872, -3.494, 2.325], [6.931, -1.362, -5.466], [0.707, 0.335, -8.776], [-2.116, 4.302, 3.794], [-2.571, 6.283, 3.868], [-1.512, 3.934, -2.526], [4.602, 0.087, 1.986], [-0.856, -1.638, -7.026], [-1.702, 8.532, 4.161], [-1.028, 9.283, 3.747], [-1.312, 1.105, -2.539], [0.383, -1.495, 1.915], [5.935, -3.503, -4.647], [-2.704, 2.546, 4.188], [-1.012, 2.047, -1.527], [2.738, -3.118, 3.198], [-2.012, 7.494, 2.293], [-2.222, -1.076, -0.419], [2.245, -2.296, -4.270], [-2.969, 0.291, -3.367], [-2.878, -4.722, 6.841], [-0.873, -1.737, 1.373], [0.186, 4.521, 1.923], [5.989, -0.398, 3.408], [-0.739, 0.730, -7.860], [3.012, 0.330, 0.669], [0.308, 1.001, 2.617], [4.477, -1.856, 3.416], [-2.364, -4.477, 7.770], [-2.294, -2.931, 5.793], [1.810, -3.276, -4.092], [-4.676, -4.258, 5.037], [-0.627, 3.381, -2.189], [0.609, -2.020, -7.947], [-0.142, 0.355, 3.379], [7.477, -2.720, -6.467], [2.473, -4.031, -4.513], [1.490, -2.090, 0.359], [-3.106, 0.663, 5.005], [4.945, -2.445, 4.190], [-3.205, -3.469, 6.050], [-2.172, -0.548, 3.345], [1.500, -1.706, 1.299], [5.217, -3.782, -6.242], [-2.547, -3.527, 1.411], [-3.789, -5.274, 7.082], [-0.140, -2.150, 4.324], [-1.228, -3.204, 1.336], [4.413, -2.241, -5.132], [0.469, -3.218, -5.780], [0.901, -0.792, -6.345], [-2.343, -1.012, -1.844], [-3.283, 0.929, -1.768], [-3.459, 6.653, 3.892], [-1.696, 7.273, 3.317], [-2.003, 0.969, 2.508], [-0.841, -0.411, -9.213], [-3.862, -3.792, 4.823], [-0.518, 4.586, -0.161], [-0.707, 3.054, 1.354], [-0.697, 6.840, 3.284], [2.797, -1.395, 1.907], [-2.217, 1.185, 4.657], [-0.002, 3.186, -3.062], [-1.475, 1.295, 5.447], [-3.255, -1.558, -2.101], [0.425, -3.365, -4.700], [-3.854, 2.749, 3.849], [-0.147, 1.714, -0.937], [0.179, 4.174, -1.332], [-1.394, 8.307, 5.182], [-0.333, 5.652, -0.006], [-0.320, -1.788, -0.699], [0.454, -0.989, 3.219], [6.609, -2.132, -6.168], [3.442, -0.279, 1.460], [-1.851, 2.251, -0.853], [-2.707, 8.957, 4.213], [6.215, -1.621, -7.049], [0.012, 3.839, 1.095], [-0.417, -0.166, 0.005], [-1.688, 0.424, 3.402], [0.925, 3.323, 0.787], [3.274, -2.238, 2.872], [1.760, -3.416, -3.007], [0.240, 0.735, 4.329], [-2.245, -5.389, 6.253], [-0.220, -0.079, -8.380], [0.074, -1.224, -7.431], [-0.215, -4.426, 0.252], [5.053, -0.700, 2.942], [-0.910, -1.150, -0.010], [-1.746, 3.483, 4.175], [-0.037, -1.520, -4.325], [-3.846, -2.800, 6.633], [-0.259, -4.181, 1.188], [5.545, -3.011, -5.537], [4.057, -1.812, -5.917], [-0.433, -2.377, -4.134]],
  "orbital_gap_ev": 7.91,
  "charge": 1,
  "mol_weight_g_mol": 678.05
}